Entry 1:
A molecular structure, C30H32O2Se2Ta. Source: OMol25; level of theory: wB97M-V/def2-TZVPD.

For the HOMO energy, the calculation gives -3.210 eV. As for the charge: -1. The calculation puts the maximum force at 0.0042 Eh/bohr. For the LUMO energy, the calculation gives 2.218 eV. The calculation puts the HOMO-LUMO gap at 5.428 eV. Its total energy is -167967.904 eV.

Element x y z (Å)
Ta 1.18 1.52 -0.82
O 2.64 3.49 -1.20
C 1.98 4.77 -1.22
C 0.46 4.72 -1.09
C 0.03 6.19 -1.16
O -1.38 6.28 -1.03
C 0.00 4.18 0.30
Se 1.19 2.94 1.33
C -0.24 4.01 -2.28
Se 0.58 2.42 -3.15
H 3.08 3.43 -0.34
H 2.26 5.25 -2.17
H 2.38 5.37 -0.40
H 0.35 6.62 -2.11
H 0.52 6.75 -0.35
H -1.64 7.20 -1.05
H -0.98 3.71 0.21
H -0.12 5.03 0.98
H -0.32 4.72 -3.10
H -1.26 3.76 -1.98
C -0.25 0.20 -0.40
C -1.14 -0.66 -0.17
C -2.08 -1.59 0.08
C -2.86 -2.13 -1.04
C -2.39 -2.02 -2.36
C -3.12 -2.48 -3.43
C -4.36 -3.08 -3.24
C -4.85 -3.19 -1.95
C -4.12 -2.72 -0.87
C -2.26 -2.04 1.48
C -1.97 -1.18 2.54
C -2.08 -1.59 3.86
C -2.48 -2.89 4.16
C -2.76 -3.76 3.12
C -2.66 -3.35 1.80
H -1.43 -1.55 -2.52
H -2.72 -2.37 -4.43
H -4.94 -3.45 -4.08
H -5.83 -3.64 -1.77
H -4.54 -2.79 0.13
H -1.64 -0.17 2.32
H -1.84 -0.90 4.65
H -2.57 -3.21 5.19
H -3.07 -4.78 3.33
H -2.86 -4.05 1.00
C 2.65 -1.93 -1.66
C 3.14 -1.04 -0.52
C 4.67 -1.18 -0.41
C 2.77 0.40 -0.83
C 2.52 -1.45 0.82
C 1.68 -2.55 0.96
C 1.13 -2.88 2.19
C 1.42 -2.12 3.31
C 2.26 -1.02 3.19
C 2.80 -0.69 1.96
H 3.09 -1.59 -2.60
H 1.57 -1.87 -1.76
H 2.94 -2.98 -1.51
H 5.13 -0.91 -1.36
H 4.95 -2.21 -0.17
H 5.07 -0.53 0.36
H 3.59 0.99 -1.27
H 1.41 -3.14 0.09
H 0.46 -3.72 2.27
H 0.97 -2.37 4.27
H 2.48 -0.40 4.05
H 3.41 0.19 1.86


Entry 2:
A molecular structure, C30H33AsClO3ScSi2. Source: OMol25; level of theory: wB97M-V/def2-TZVPD.

For the HOMO energy, the calculation gives -6.603 eV. The calculation puts the maximum force at 0.0133 Eh/bohr. For the LUMO energy, the calculation gives -0.054 eV. The calculation puts the HOMO-LUMO gap at 6.549 eV. Its total energy is -147606.988 eV.

Element x y z (Å)
Sc -0.44 -0.40 1.38
C -1.94 3.36 2.14
Si -2.01 1.82 1.03
C -1.90 2.58 -0.72
C -3.82 1.23 1.06
C -4.85 2.19 1.01
C -6.19 1.82 0.97
C -6.53 0.47 0.99
C -5.53 -0.48 1.04
C -4.17 -0.14 1.08
Si -2.87 -1.54 1.20
C -3.26 -2.29 2.91
C -3.50 -2.86 -0.02
H -2.67 4.10 1.80
H -0.95 3.83 2.10
H -2.15 3.12 3.18
H -2.50 3.49 -0.76
H -2.30 1.89 -1.47
H -0.88 2.84 -1.03
H -4.60 3.25 0.98
H -6.96 2.58 0.93
H -7.57 0.17 0.97
H -5.81 -1.54 1.06
H -4.32 -2.55 2.98
H -3.05 -1.56 3.70
H -2.66 -3.18 3.12
H -4.38 -3.37 0.40
H -2.74 -3.62 -0.23
H -3.80 -2.40 -0.97
Cl 2.86 -4.20 2.15
C 1.09 -4.00 2.17
C 0.72 -2.57 1.86
O 0.70 -2.17 0.66
O 0.36 -1.81 2.82
H 0.74 -4.26 3.16
H 0.66 -4.65 1.42
O 1.26 0.64 0.87
As 2.19 0.30 -0.49
C 2.76 2.00 -1.15
C 3.85 2.11 -2.01
C 4.22 3.36 -2.48
C 3.51 4.49 -2.08
C 2.43 4.37 -1.22
C 2.05 3.12 -0.74
C 3.81 -0.62 -0.05
C 4.74 0.14 0.66
C 5.94 -0.45 1.05
C 6.20 -1.77 0.72
C 5.26 -2.52 0.02
C 4.05 -1.95 -0.36
C 1.13 -0.54 -1.83
C 1.65 -1.39 -2.79
C 0.78 -2.01 -3.67
C -0.59 -1.80 -3.58
C -1.10 -0.93 -2.63
C -0.24 -0.29 -1.75
H 4.41 1.23 -2.31
H 5.07 3.46 -3.14
H 3.80 5.47 -2.45
H 1.88 5.25 -0.91
H 1.23 3.01 -0.05
H 4.54 1.17 0.91
H 6.67 0.13 1.60
H 7.13 -2.23 1.02
H 5.46 -3.56 -0.21
H 3.30 -2.55 -0.85
H 2.71 -1.55 -2.88
H 1.18 -2.68 -4.43
H -1.26 -2.31 -4.26
H -2.17 -0.74 -2.56
H -0.64 0.43 -1.04


Entry 3:
6 unconnected molecules or ions with the total composition C30H33BBrF40NO8P at a distorted geometry. Source: OMol25; level of theory: wB97M-V/def2-TZVPD.

For the HOMO energy, the calculation gives -3.465 eV. As for the charge: -1. The calculation puts the maximum force at 0.0258 Eh/bohr. For the LUMO energy, the calculation gives 1.424 eV. The calculation puts the HOMO-LUMO gap at 4.889 eV. Its total energy is -238226.179 eV.

Element x y z (Å)
C 5.41 2.46 4.22
C 4.45 3.53 3.75
O 3.89 4.15 4.88
C 2.54 4.54 4.70
C 1.50 3.39 4.76
C 2.07 1.99 5.19
B 1.40 0.84 4.43
N -0.05 0.69 4.17
O 2.18 -0.24 3.94
P 1.94 1.87 6.90
O 0.60 0.94 7.33
Br 3.45 0.20 7.36
H 5.72 1.80 3.40
H 6.30 2.92 4.65
H 4.92 1.88 5.01
H 4.95 4.27 3.12
H 3.65 3.07 3.15
H 2.44 5.09 3.75
H 2.35 5.24 5.52
H 1.01 3.29 3.78
H 0.72 3.74 5.45
H -0.32 1.35 3.45
H -0.22 -0.23 3.77
H 2.98 0.14 3.59
H -0.13 1.54 7.50
C -2.32 0.17 -2.33
C -3.10 -0.93 -1.59
C -4.38 -0.52 -0.86
F -4.11 0.34 0.14
F -4.94 -1.63 -0.32
F -2.29 -1.60 -0.75
F -3.51 -1.81 -2.56
O -1.19 0.71 -1.68
C -1.27 1.77 -0.83
C -0.78 1.41 0.58
F -1.54 0.42 1.09
F -0.89 2.49 1.37
F -2.50 2.31 -0.80
F -0.42 2.73 -1.30
H -1.91 -0.34 -3.20
H -2.99 0.95 -2.70
H -5.10 -0.07 -1.55
H 0.26 1.08 0.54
C 1.09 1.30 -6.20
C -0.16 0.46 -5.87
C -0.01 -1.06 -5.83
F 0.34 -1.54 -7.04
F -1.20 -1.60 -5.48
F -1.17 0.80 -6.69
F -0.52 0.81 -4.60
O 1.22 1.76 -7.52
C 1.83 1.04 -8.50
C 0.88 0.74 -9.67
F -0.17 0.02 -9.24
F 1.54 0.02 -10.60
F 2.40 -0.08 -8.03
F 2.82 1.81 -9.01
H 0.97 2.20 -5.60
H 2.00 0.80 -5.84
H 0.74 -1.36 -5.09
H 0.52 1.68 -10.10
C 4.12 7.77 -8.18
C 4.35 8.47 -9.52
C 3.13 9.03 -10.26
F 2.28 8.04 -10.60
F 3.54 9.64 -11.39
F 5.05 7.67 -10.35
F 5.13 9.56 -9.25
O 4.08 6.36 -8.19
C 2.93 5.66 -8.39
C 3.03 4.76 -9.64
F 3.25 5.50 -10.74
F 1.85 4.11 -9.78
F 1.85 6.46 -8.45
F 2.76 4.83 -7.34
H 5.00 8.01 -7.59
H 3.27 8.20 -7.65
H 2.61 9.76 -9.63
H 3.84 4.04 -9.52
C 0.32 -2.99 4.15
C -0.52 -3.28 2.90
C -2.00 -3.63 3.13
F -2.07 -4.78 3.85
F -2.62 -3.84 1.94
F 0.06 -4.23 2.13
F -0.54 -2.13 2.16
O 1.12 -4.07 4.64
C 0.60 -5.00 5.48
C 0.67 -6.40 4.85
F 0.00 -6.44 3.68
F 0.09 -7.32 5.66
F -0.65 -4.69 5.88
F 1.36 -5.06 6.60
H 1.04 -2.23 3.85
H -0.28 -2.55 4.94
H -2.51 -2.83 3.66
H 1.71 -6.67 4.67
C -3.67 -6.88 6.88
C -4.25 -8.29 6.78
C -5.03 -8.65 5.51
F -6.13 -7.88 5.38
F -5.42 -9.94 5.59
F -5.01 -8.57 7.86
F -3.19 -9.14 6.80
O -4.39 -5.93 7.65
C -5.38 -5.16 7.11
C -6.72 -5.41 7.82
F -7.10 -6.69 7.68
F -7.67 -4.63 7.24
F -5.49 -5.31 5.78
F -5.07 -3.87 7.34
H -2.73 -7.00 7.43
H -3.40 -6.49 5.90
H -4.40 -8.53 4.62
H -6.64 -5.16 8.88


Entry 4:
A molecular structure, C30H33CdN9O5. Source: OMol25; level of theory: wB97M-V/def2-TZVPD.

For the HOMO energy, the calculation gives -7.625 eV. The calculation puts the maximum force at 0.0066 Eh/bohr. For the LUMO energy, the calculation gives -1.145 eV. The calculation puts the HOMO-LUMO gap at 6.479 eV. Its total energy is -59859.602 eV.

Element x y z (Å)
Cd 0.11 -0.09 -0.30
O 2.30 -0.64 -1.88
C 1.72 -1.26 -3.02
C 0.63 -0.40 -3.63
N -0.45 -0.13 -2.69
C -0.88 1.28 -2.77
C 0.20 2.22 -2.20
O 0.56 3.18 -2.85
O 0.69 1.88 -1.04
C -1.58 -1.05 -2.81
C -2.34 -1.36 -1.50
O -3.48 -1.80 -1.62
O -1.69 -1.28 -0.39
H 2.43 0.30 -2.06
H 1.32 -2.22 -2.68
H 2.50 -1.47 -3.77
H 0.26 -0.87 -4.55
H 1.08 0.55 -3.94
H -1.77 1.39 -2.15
H -1.10 1.58 -3.80
H -1.21 -2.01 -3.16
H -2.32 -0.70 -3.54
C 0.97 -4.62 0.36
C 0.34 -3.40 0.17
N 0.99 -2.26 0.36
C 2.25 -2.31 0.76
C 2.87 -3.54 0.97
N 2.24 -4.69 0.76
C 2.94 -1.01 1.00
C 4.31 -0.94 1.19
C 4.89 0.29 1.45
C 4.06 1.40 1.55
C 2.70 1.25 1.35
N 2.15 0.07 1.06
C 1.79 2.42 1.52
C 2.20 3.70 1.14
N 1.45 4.76 1.39
C 0.29 4.54 2.01
C -0.13 3.26 2.33
N 0.62 2.19 2.09
C 6.36 0.42 1.64
C 7.24 -0.29 0.83
C 8.61 -0.14 1.04
N 9.13 0.64 1.98
C 8.27 1.31 2.75
C 6.90 1.23 2.62
H 0.45 -5.55 0.20
H -0.70 -3.31 -0.13
H 3.89 -3.61 1.32
H 4.93 -1.82 1.12
H 4.47 2.37 1.79
H 3.13 3.86 0.61
H -0.32 5.40 2.23
H -1.09 3.11 2.81
H 6.89 -0.92 0.03
H 9.31 -0.67 0.41
H 8.71 1.93 3.52
H 6.26 1.79 3.30
C -4.20 1.48 -0.79
C -5.23 2.33 0.01
N -4.59 2.98 1.15
C -3.96 1.96 1.99
C -2.90 1.17 1.18
N -2.86 1.66 -0.20
C -2.53 3.09 -0.22
C -3.54 3.88 0.64
H -4.16 1.79 -1.84
H -4.44 0.42 -0.77
H -6.04 1.70 0.39
H -5.68 3.10 -0.62
H -4.75 1.30 2.36
H -3.52 2.46 2.86
H -3.11 0.11 1.15
H -1.90 1.29 1.61
H -2.55 3.43 -1.26
H -1.50 3.21 0.12
H -4.02 4.68 0.07
H -3.06 4.35 1.50


Entry 5:
A molecular structure, C30H33N4O2RuS4 at a distorted geometry. Source: OMol25; level of theory: wB97M-V/def2-TZVPD.

For the HOMO energy (spin up / spin down), the calculation gives -9.210 / -10.138 eV. As for the charge: +1. The calculation puts the maximum force at 0.0209 Eh/bohr. For the LUMO energy (spin up / spin down), the calculation gives -3.635 / -3.795 eV. The calculation puts the HOMO-LUMO gap (spin up / spin down) at 5.575 / 6.343 eV. The expectation value of S² is 6.03. Its spin multiplicity is 5. Its total energy is -87617.680 eV.

Element x y z (Å)
Ru 0.18 -0.39 -0.15
C -1.71 -1.13 -2.35
N -0.95 -1.84 -1.29
C 0.01 -2.80 -1.89
C -1.84 -2.51 -0.34
C -2.95 -3.23 -0.72
C -3.77 -3.79 0.25
C -3.48 -3.59 1.59
C -2.35 -2.89 1.97
C -1.49 -2.37 1.01
N -0.32 -1.63 1.25
C 0.53 -1.84 2.33
C 0.49 -2.93 3.20
C 1.36 -2.99 4.28
C 2.28 -1.98 4.50
C 2.38 -0.94 3.60
C 1.53 -0.88 2.51
N 1.65 0.15 1.48
C 1.44 1.49 2.07
C 3.00 0.08 0.86
H -2.16 -1.84 -3.05
H -2.49 -0.53 -1.89
H -1.03 -0.48 -2.89
H -0.51 -3.51 -2.54
H 0.73 -2.24 -2.48
H 0.52 -3.34 -1.10
H -3.19 -3.35 -1.77
H -4.65 -4.35 -0.04
H -4.14 -3.99 2.35
H -2.16 -2.70 3.02
H -0.20 -3.74 3.02
H 1.31 -3.84 4.95
H 2.94 -2.03 5.35
H 3.13 -0.17 3.75
H 2.22 1.71 2.81
H 1.47 2.25 1.30
H 0.47 1.51 2.56
H 3.79 0.22 1.61
H 3.14 -0.89 0.39
H 3.10 0.86 0.11
S -1.90 0.96 0.50
S -1.58 2.91 0.73
S -2.06 3.78 -1.22
S -2.12 2.34 -2.48
C 1.12 2.93 -5.88
O 1.58 1.78 -5.16
C 0.89 0.63 -5.26
C -0.34 0.52 -5.90
C -0.92 -0.72 -6.10
C -0.28 -1.88 -5.66
C 0.93 -1.77 -5.01
C 1.52 -0.53 -4.77
N 2.82 -0.52 -4.21
C 3.49 0.42 -3.56
C 3.01 1.46 -2.76
C 3.85 2.61 -2.64
C 3.45 3.71 -1.94
C 2.19 3.69 -1.30
C 1.40 2.57 -1.32
C 1.79 1.40 -2.02
O 1.11 0.31 -1.91
H 1.86 3.70 -5.69
H 0.15 3.26 -5.50
H 1.06 2.72 -6.95
H -0.83 1.40 -6.28
H -1.87 -0.79 -6.61
H -0.72 -2.85 -5.83
H 1.45 -2.66 -4.68
H 3.37 -1.32 -4.49
H 4.57 0.33 -3.66
H 4.80 2.61 -3.16
H 4.07 4.59 -1.90
H 1.86 4.57 -0.76
H 0.44 2.54 -0.82


Entry 6:
A molecular structure, C30H34AsO6PSSbTi. Source: OMol25; level of theory: wB97M-V/def2-TZVPD.

For the HOMO energy (spin up / spin down), the calculation gives -7.389 / -8.503 eV. The calculation puts the maximum force at 0.0152 Eh/bohr. For the LUMO energy (spin up / spin down), the calculation gives -0.196 / -1.100 eV. The calculation puts the HOMO-LUMO gap (spin up / spin down) at 7.193 / 7.403 eV. The expectation value of S² is 0.76. Its spin multiplicity is 2. Its total energy is -154563.403 eV.

Element x y z (Å)
Ti 1.11 -0.33 0.31
O 5.47 -0.56 1.40
As 4.20 -0.08 0.27
O 4.37 -0.85 -1.14
O 2.78 -0.56 1.15
C 4.39 1.85 0.37
C 5.69 2.27 0.63
C 6.02 3.62 0.64
C 5.05 4.57 0.38
C 3.75 4.16 0.12
C 3.42 2.81 0.11
S 1.66 2.47 -0.16
O 0.11 0.25 1.76
O 1.22 3.43 -1.17
O 1.86 1.04 -0.83
H 5.89 -1.35 1.04
H 6.46 1.53 0.83
H 7.04 3.92 0.84
H 5.29 5.62 0.37
H 2.98 4.88 -0.11
C -2.16 2.27 0.69
C -2.76 0.98 1.19
C -3.53 0.98 2.34
C -4.09 -0.19 2.84
C -3.88 -1.38 2.18
C -3.13 -1.40 1.02
C -2.57 -0.23 0.51
P -1.42 -0.27 -0.90
C -2.27 0.67 -2.22
C -3.63 0.96 -2.11
C -4.30 1.65 -3.11
C -3.60 2.05 -4.24
C -2.25 1.76 -4.36
C -1.56 1.06 -3.36
C -0.11 0.74 -3.54
C -1.42 -1.97 -1.51
C -2.57 -2.60 -2.00
C -2.53 -3.93 -2.38
C -1.33 -4.63 -2.27
C -0.19 -4.01 -1.82
C -0.20 -2.66 -1.44
C 1.06 -1.96 -1.05
H -2.09 3.00 1.50
H -2.76 2.71 -0.11
H -1.16 2.12 0.28
H -3.68 1.92 2.87
H -4.67 -0.16 3.75
H -4.30 -2.30 2.56
H -2.96 -2.34 0.51
H -4.18 0.65 -1.23
H -5.35 1.87 -3.01
H -4.10 2.60 -5.03
H -1.71 2.07 -5.24
H 0.24 1.03 -4.53
H 0.08 -0.33 -3.42
H 0.51 1.27 -2.80
H -3.49 -2.04 -2.07
H -3.42 -4.42 -2.75
H -1.29 -5.68 -2.56
H 0.75 -4.55 -1.76
H 1.48 -1.40 -1.90
H 1.83 -2.67 -0.75
C -0.54 -2.04 4.00
Sb 0.30 -2.81 2.18
C 0.55 0.96 2.90
C 2.18 -3.36 3.07
H 0.22 -1.49 4.57
H -0.90 -2.86 4.61
H -1.37 -1.37 3.77
H -0.19 0.84 3.70
H 0.65 2.02 2.67
H 1.52 0.58 3.25
H 2.01 -3.89 4.01
H 2.75 -2.46 3.27
H 2.76 -3.99 2.40


- The highest maximum force belongs to which entry?
  C30H33BBrF40NO8P